(1)
# C28H39F5O8S

A cluster of 3 separate species, C28H39F5O8S in total in a non-equilibrium geometry (ωB97M-V with the def2-TZVPD basis set, the OMol25 dataset).

```
! RIJCOSX wB97M-V def2-TZVPD def2/J DEFGRID3
* xyz 0 1
C -1.5062 -3.5521 0.2240
C -2.6721 -2.4589 0.0784
C -2.5730 -1.2271 1.1035
C -1.1291 -0.5279 1.1926
C -0.4338 -0.2095 -0.2167
C -0.5111 1.3723 -0.6222
C 0.8411 2.1405 -0.2331
C 2.1320 1.7145 -1.0637
C 3.3646 1.0506 -0.3419
C 3.4014 0.7137 1.2235
C 3.8636 -0.8062 1.5389
C 2.6555 -1.8053 1.8609
O 2.9667 -3.2085 1.6565
C 3.0346 -3.5546 0.2785
C 1.9024 -3.3042 -0.8119
O 4.0727 -4.1547 -0.1053
C 4.6634 0.6691 -1.1420
C 4.7566 0.9169 -2.6684
C 3.5295 1.5473 -3.3544
C 2.2135 1.9438 -2.6099
C 1.0445 2.5572 -3.4878
O 0.2022 3.3529 -3.0210
C 1.0046 2.0691 -5.0281
S -0.5469 1.9461 -6.0326
O -1.0939 3.3216 -6.3280
O -0.1973 1.3402 -7.3860
C -1.8322 0.8154 -5.2898
F -2.8352 0.6508 -6.3006
F -2.4874 1.4041 -4.1878
C -1.3156 -0.6633 -4.9412
F -0.7056 -0.6838 -3.6525
F -2.4820 -1.4762 -4.8131
F -0.5173 -1.2547 -5.9262
C 2.2085 1.7293 -5.7134
C 3.5963 1.8387 -4.9224
O 4.6629 2.1719 -5.5014
H -1.9051 -4.4963 0.7472
H -0.5908 -3.1901 0.7965
H -1.1596 -3.8369 -0.8404
H -2.6237 -2.0539 -1.0022
H -3.7174 -2.9348 0.1783
H -3.3488 -0.4069 0.8793
H -2.8294 -1.6587 2.1492
H -0.4461 -1.2672 1.7632
H -1.2190 0.3906 1.8867
H -0.8667 -0.7733 -1.1085
H 0.6980 -0.4213 -0.0985
H -1.3332 1.8047 0.0679
H -0.8640 1.5362 -1.6919
H 0.6614 3.2577 -0.4755
H 0.9816 2.1039 0.9064
H 4.2226 1.3824 1.6861
H 2.4110 0.8768 1.7613
H 4.5014 -0.7360 2.5007
H 4.5462 -1.2582 0.7459
H 1.6827 -1.5791 1.3093
H 2.4179 -1.6819 2.9850
H 1.2263 -2.4092 -0.6122
H 2.4096 -3.1100 -1.8305
H 1.2045 -4.2075 -0.9687
H 5.5763 0.1935 -0.6423
H 5.6830 0.6789 -3.2913
H 2.2602 1.4083 -6.8018
C -5.3057 -0.2218 5.2184
C -4.3617 -0.2025 4.0325
O -4.0413 -1.5309 3.6365
H -4.8537 -0.7535 6.0597
H -5.5549 0.7937 5.5358
H -6.2310 -0.7488 4.9681
H -3.4306 0.3054 4.2930
H -4.8133 0.3188 3.1818
H -4.8678 -1.9723 3.3985
C -1.4092 2.2979 5.8512
C -0.4417 2.1438 4.6946
O -1.1334 1.7086 3.5286
H -1.9128 1.3500 6.0588
H -0.8893 2.6261 6.7542
H -2.1883 3.0269 5.6093
H 0.3216 1.3995 4.9315
H 0.0577 3.0925 4.4738
H -1.8012 2.3758 3.3194
*
```

highest occupied orbital energy: -9.41 eV
F_max: 7.99 eV Å⁻¹
orbital gap: 7.2791 eV
lowest unoccupied orbital energy: -2.132 eV
structure (SMILES): CCCCCCCc1c(CCCOC(C)=O)ccc2c1C(=O)C(S(=O)(=O)C(F)(F)C(F)(F)F)=CC2=O.CCO.CCO
energy: -70459.9190 eV



(2)
# C6H6O

An isolated molecule of C6H6O (ωB97M-V with the def2-TZVPD basis set, the OMol25 dataset).

```
! RIJCOSX wB97M-V def2-TZVPD def2/J DEFGRID3
* xyz 0 1
C -2.4822 0.0251 0.1862
C -1.3381 0.3399 0.3861
C 0.6639 -1.1796 -0.5501
C 0.8021 -0.6467 0.8525
C 0.0712 0.6882 0.6805
O 0.7107 1.2306 -0.4624
C 0.8258 0.0802 -1.3133
H -3.5155 -0.1945 0.0429
H 1.8904 -0.4746 0.9576
H 0.4673 -1.2858 1.6716
H 0.1023 1.4132 1.4949
H 0.1921 0.2137 -2.1957
H 1.8635 -0.0596 -1.6715
*
```

highest occupied orbital energy: -9.01 eV
F_max: 0.78 eV Å⁻¹
orbital gap: 8.8018 eV
lowest unoccupied orbital energy: -0.206 eV
ΔE to the lowest compared entry with this formula, charge and spin: 566.87 kJ/mol
energy: -8360.6309 eV



(3)
# C45H93ClF10N14O20S10

A cluster of 12 separate species, C45H93ClF10N14O20S10 in total in a non-equilibrium geometry (ωB97M-V with the def2-TZVPD basis set, the OMol25 dataset).

```
! RIJCOSX wB97M-V def2-TZVPD def2/J DEFGRID3
* xyz 0 1
C -26.2189 0.2032 -14.7683
C -25.7089 1.4424 -15.5076
C -24.7916 2.2555 -14.6051
C -24.5510 3.6565 -15.1099
N -23.5526 4.4857 -14.2937
C -22.1470 3.9570 -14.3736
C -21.2518 5.2179 -14.4550
C -22.1340 6.4604 -14.6929
C -23.4639 5.8225 -15.0307
C -24.0537 4.8562 -12.9037
H -25.3885 -0.3591 -14.3306
H -26.5877 -0.5484 -15.4720
H -27.0107 0.3601 -14.0391
H -26.5539 2.1121 -15.7066
H -25.3295 1.1235 -16.4762
H -23.8273 1.7307 -14.6458
H -25.0908 2.2537 -13.5569
H -25.4785 4.2301 -15.0487
H -24.1435 3.7502 -16.1146
H -21.8692 3.3332 -13.5237
H -22.0952 3.2858 -15.2299
H -20.6781 5.3127 -13.5344
H -20.5329 5.0375 -15.2552
H -22.1055 7.0690 -13.7887
H -21.6739 7.0747 -15.4697
H -24.2841 6.5173 -14.8636
H -23.4166 5.5526 -16.0851
H -23.2226 5.4368 -12.5107
H -24.0847 3.9080 -12.3701
H -25.0036 5.3707 -12.9727
C -22.6186 4.4910 -18.4582
C -21.6559 5.6365 -18.1745
C -21.3169 6.5502 -19.3622
C -22.5831 7.2742 -19.8461
N -22.4722 7.8407 -21.2506
C -23.7651 8.6293 -21.6166
C -24.6890 7.5638 -22.2346
C -23.6831 6.7561 -23.0401
C -22.3912 6.6782 -22.2578
C -21.2909 8.7426 -21.5255
H -22.3969 3.7192 -19.1940
H -23.6285 4.8686 -18.6412
H -22.6617 3.9938 -17.4774
H -20.7662 5.2989 -17.6412
H -22.0578 6.3171 -17.4155
H -20.8804 5.8948 -20.1213
H -20.5507 7.2801 -19.1002
H -22.8770 8.0689 -19.1671
H -23.3902 6.5611 -20.0026
H -23.4625 9.3130 -22.4098
H -24.0603 9.1804 -20.7288
H -25.5958 7.8904 -22.7389
H -25.0398 6.9622 -21.3879
H -23.4193 7.1708 -24.0146
H -24.0467 5.8189 -23.4745
H -21.5356 6.7530 -22.9208
H -22.3440 5.7812 -21.6437
H -20.4223 8.2058 -21.1559
H -21.3608 9.6920 -20.9944
H -21.2294 8.9865 -22.5836
C -31.1821 3.6270 -23.0462
C -32.1112 4.8597 -22.9491
C -31.4734 6.0693 -22.2466
C -30.4645 6.7210 -23.1961
N -29.7140 7.9208 -22.6146
C -30.6276 9.1176 -22.6098
C -29.6943 10.2762 -22.6294
C -28.5379 9.8483 -23.5639
C -28.6872 8.3472 -23.7003
C -28.9374 7.5354 -21.3855
H -31.5797 2.9174 -23.7726
H -31.0740 3.0570 -22.1243
H -30.1945 3.9236 -23.4015
H -33.0527 4.5569 -22.4913
H -32.3988 5.1177 -23.9720
H -30.9080 5.7224 -21.3813
H -32.2350 6.7872 -21.9446
H -30.8789 6.9714 -24.1737
H -29.6670 6.0319 -23.4834
H -31.2155 9.1665 -21.6949
H -31.1787 9.1035 -23.5472
H -29.3310 10.6078 -21.6556
H -30.1354 11.1934 -23.0225
H -27.5879 10.0565 -23.0688
H -28.5976 10.3940 -24.5021
H -27.7738 7.7565 -23.6528
H -29.1387 8.0542 -24.6516
H -29.6575 7.3233 -20.6015
H -28.3126 8.3998 -21.1464
H -28.2094 6.7374 -21.5151
C -16.7197 -2.3088 -18.1038
C -16.5594 -1.0926 -18.9734
N -17.5878 -0.0977 -18.6603
C -18.8863 -0.2186 -19.0389
C -19.5791 0.8178 -18.4876
N -18.6709 1.6069 -17.8498
C -17.4570 1.0634 -17.9942
C -18.9452 2.8209 -17.0826
H -16.9005 -2.0315 -17.0655
H -15.9036 -3.0280 -18.1594
H -17.5743 -2.9034 -18.4367
H -16.6358 -1.3461 -20.0307
H -15.5841 -0.6142 -18.8829
H -19.2259 -1.0478 -19.6370
H -20.6195 1.0909 -18.4659
H -16.5277 1.4618 -17.6256
H -19.1255 3.6478 -17.7709
H -18.1664 3.0460 -16.3624
H -19.8956 2.7810 -16.5490
C -25.3652 11.5273 -27.3064
C -26.5883 10.8789 -26.6448
N -26.4813 9.4426 -26.7399
C -25.6745 8.6071 -25.9790
C -26.1055 7.3588 -26.1781
N -27.0791 7.3399 -27.1682
C -27.2688 8.6481 -27.4687
C -27.6728 6.1974 -27.7961
H -25.2441 11.3034 -28.3637
H -24.4907 11.2295 -26.7228
H -25.3632 12.6125 -27.1997
H -27.4820 11.2023 -27.1908
H -26.8332 11.2664 -25.6558
H -24.9661 9.0466 -25.2869
H -25.9417 6.4496 -25.6227
H -28.0237 9.0542 -28.1228
H -28.6843 5.9851 -27.4436
H -27.1187 5.2894 -27.5619
H -27.6891 6.2861 -28.8799
C -18.5624 12.9217 -16.0562
C -18.7157 12.0166 -17.2706
N -20.1141 11.8433 -17.6326
C -20.7679 10.6409 -17.6109
C -22.0498 10.9015 -18.0005
N -22.0967 12.1871 -18.4553
C -20.9361 12.7706 -18.1830
C -23.3068 12.7807 -18.9885
H -18.8793 13.9568 -16.1931
H -17.5177 12.9533 -15.7494
H -19.1618 12.5424 -15.2254
H -18.2462 11.0433 -17.1529
H -18.2103 12.4584 -18.1311
H -20.3015 9.7676 -17.1776
H -22.8636 10.2002 -18.0447
H -20.5993 13.7727 -18.3828
H -24.2371 12.3743 -18.5919
H -23.4241 12.5698 -20.0516
H -23.3033 13.8448 -18.7663
Cl -19.4264 7.2329 -16.2395
N -16.5962 10.1617 -22.0662
S -15.5326 11.5067 -22.2226
O -14.7475 11.8701 -21.0743
O -16.0057 12.5891 -23.0403
F -14.4442 10.7317 -23.0910
S -17.4932 10.7592 -20.9791
O -18.4027 11.7979 -21.3873
O -16.9735 10.7208 -19.6334
F -18.4291 9.4264 -20.8624
N -21.5828 1.0471 -23.3073
S -21.1665 2.1845 -22.1895
O -19.9366 1.9877 -21.4343
O -22.2260 2.9863 -21.6298
F -20.5551 3.1605 -23.2796
S -22.2545 0.0319 -22.3585
O -23.6725 0.2301 -22.1391
O -21.4917 -0.5836 -21.2949
F -22.3278 -1.2847 -23.2974
N -25.0603 9.6421 -18.2836
S -26.3618 10.1968 -18.7796
O -27.0837 11.0683 -17.9003
O -27.1734 9.3487 -19.6259
F -25.7833 11.2617 -19.8325
S -25.5171 8.1235 -17.7301
O -25.6905 7.1198 -18.7306
O -26.3697 8.1021 -16.5841
F -24.1185 7.6191 -17.0744
N -25.6999 13.5980 -23.4605
S -25.0126 12.2701 -23.1549
O -25.8368 11.0895 -23.4061
O -23.9682 12.1957 -22.1697
F -24.0678 12.2365 -24.4689
S -26.2863 13.8692 -21.9202
O -25.4200 14.3365 -20.8664
O -27.2779 12.9074 -21.5313
F -27.1484 15.1587 -22.2577
N -20.5214 8.3748 -25.3742
S -21.5195 9.5040 -25.6899
O -22.7898 9.5435 -24.9991
O -21.4834 10.0341 -27.0395
F -20.6369 10.5883 -24.9057
S -21.3291 7.2153 -26.3162
O -20.6353 6.8341 -27.5011
O -22.7694 7.1313 -26.2596
F -21.0385 5.9171 -25.4183
*
```

highest occupied orbital energy: -7.84 eV
F_max: 7.72 eV Å⁻¹
orbital gap: 6.7582 eV
lowest unoccupied orbital energy: -1.077 eV
energy: -258024.8562 eV